Record 1
# C11H22Cl2IO4P2V

A structure of composition C11H22Cl2IO4P2V at a distorted geometry (ωB97M-V with the def2-TZVPD basis set, OMol25).

ORCA input file:
```
! RIJCOSX wB97M-V def2-TZVPD def2/J DEFGRID3
* xyz 2 3
I -1.67603 2.79946 0.68992
V -0.65787 0.60493 -0.22388
Cl 1.91579 2.73061 3.29754
Cl 1.06991 0.10323 4.44161
P 1.10492 1.55885 -1.64902
P -2.06335 -0.93820 1.03535
O 0.48104 0.60595 1.51995
O 0.77709 -1.97412 -0.99098
O 2.67219 0.05935 1.16017
O -2.66180 -0.24023 -3.39682
C -2.23971 -0.24118 2.70753
C 2.59566 0.60260 -2.01076
C -3.42470 0.63608 -3.46507
C 1.71305 0.46231 1.83183
C -3.75306 -1.20371 0.42682
C 1.74326 2.96635 -0.70748
C -4.41000 1.66108 -3.64351
C 0.59469 2.19580 -3.26539
C 0.18763 -0.97896 -0.77339
C 2.07502 0.96568 3.26987
C -1.43540 -2.61515 1.37098
H -0.32880 2.77599 -3.18193
H 3.08862 0.34949 -1.06621
H -3.89724 2.63299 -3.78107
H 2.39881 2.60204 0.09256
H 0.92035 3.52288 -0.24331
H 2.33146 -0.32719 -2.52067
H -4.33320 -1.72982 1.20179
H -2.57288 0.80136 2.62802
H 3.26522 1.19240 -2.64571
H -5.10374 1.65034 -2.78068
H -4.97706 1.41225 -4.56779
H -3.70697 -1.80507 -0.49081
H 2.30863 3.62687 -1.37154
H -2.96045 -0.83313 3.28559
H -1.25848 -3.14339 0.42639
H 1.41000 2.83272 -3.63591
H -0.47922 -2.52341 1.90288
H 0.42586 1.36305 -3.95605
H -2.14405 -3.18341 1.98862
H 3.11830 0.72014 3.45630
H -4.21605 -0.23412 0.20078
H -1.25745 -0.24917 3.19762
*
```

The energy above the lowest of the compared OMol25 structures with the same formula, charge and spin is 0.0 kJ/mol.

=====

Record 2
# C11H22N2

A structure of composition C11H22N2 at a distorted geometry (ωB97M-V with the def2-TZVPD basis set, OMol25).

ORCA input file:
```
! RIJCOSX wB97M-V def2-TZVPD def2/J DEFGRID3
* xyz 2 1
N 1.45040 -1.53114 0.51726
N -2.02503 1.33048 2.28082
C 1.97694 0.88322 -0.60111
C 0.37850 -1.15004 -0.37539
C 0.50419 0.79108 -0.61459
C -0.87882 -1.72687 0.14264
C -1.17808 1.02140 -2.60819
C -1.47471 -0.92689 1.29741
C -0.08705 1.24708 -1.91684
C 0.78712 -1.65266 -1.76777
C -1.46601 0.58169 1.04960
C -0.03509 1.10993 0.76647
C 2.72391 1.20383 0.43116
H -1.87944 0.20330 -2.28923
H 2.44088 1.70085 1.34551
H 1.91424 -1.51298 -2.06349
H 0.10560 -1.18734 -2.65532
H 3.83852 1.26106 0.37719
H -1.24645 -1.18895 2.27286
H 1.10465 -1.69357 1.51868
H -2.05209 0.85265 0.23544
H -2.56586 -1.10467 1.32079
H -0.12079 2.19687 0.61368
H -0.73558 -2.76801 0.34740
H 2.12796 -0.59596 0.36870
H 0.61620 0.77992 1.61583
H 0.49720 2.01457 -2.24230
H -1.48619 1.49702 -3.48980
H 2.38139 0.72147 -1.53542
H 0.55123 -2.69879 -1.73734
H -1.69427 0.84408 3.15534
H 1.99043 -2.34094 0.22954
H -3.06386 1.28951 2.38051
H -1.58995 -1.82139 -0.65771
H -1.81012 2.37020 2.28767
*
```

The energy above the lowest of the compared OMol25 structures with the same formula, charge and spin is 304.4 kJ/mol.

=====

Record 3
# C11H22N2O6

A cluster of 2 separate species, C11H22N2O6 in total at a distorted geometry (ωB97M-V with the def2-TZVPD basis set, OMol25).

ORCA input file:
```
! RIJCOSX wB97M-V def2-TZVPD def2/J DEFGRID3
* xyz 0 1
O 1.00965 0.23859 1.66460
O 2.06337 -1.58035 0.83869
O -7.04661 -0.86726 0.67133
O -7.52944 1.18296 -0.29050
O -0.65170 -1.16747 0.53711
O -1.81397 -0.19388 2.03184
N -2.45812 -1.30021 -1.28820
N 1.70028 1.80429 -0.57456
C -4.13284 -0.32919 0.36782
C 1.70386 -0.42495 0.72198
C 3.95664 1.05597 1.27152
C 3.64835 0.56412 -0.13997
C -5.21313 0.45946 -0.41003
C -1.71649 -0.48619 0.85690
C -2.71785 -0.25570 -0.31031
C -6.71633 0.35464 0.10416
C 2.11444 0.42353 -0.44861
C 4.35483 -0.64845 -0.78570
C 5.86782 -0.73865 -0.51021
H -2.37382 -0.93981 -2.18072
H -3.18711 -1.96301 -1.28562
H -4.01909 0.17057 1.31443
H 6.29676 -1.51835 -1.10980
H 1.10561 1.26214 1.46831
H 3.81370 0.34917 2.01721
H 3.43401 1.85503 1.48170
H 4.27429 -0.46337 -1.72800
H 6.02301 -0.99896 0.43674
H 4.97528 1.34548 1.26573
H 3.91583 -1.49142 -0.58928
H -7.90496 -0.89875 0.65298
H -2.47973 0.69295 -0.66357
H 1.75920 -0.22457 -1.23020
H 0.79868 2.01811 -0.83407
H -5.31995 0.15277 -1.41784
H 2.37057 2.49442 -0.24171
H -4.94109 1.51640 -0.42735
H 3.97978 1.45583 -0.75467
H -0.85346 -1.61953 -0.32642
H 6.30487 0.11806 -0.66109
H -4.39517 -1.40441 0.50534
*
```

The SMILES is CC[C@H](C)[C@H](N)C(=O)O.N[C@@H](CCC(=O)O)C(=O)O. The energy above the lowest of the compared OMol25 structures with the same formula, charge and spin is 447.1 kJ/mol.